No. 1
DFT (wB97M-V/def2-TZVPD) results for a structure of composition ClH8NiO4 in a non-equilibrium geometry.

Each line ends with the Löwdin charge.
CARTESIAN COORDINATES (ANGSTROEM)
Ni1 0.67936 13.86228 -18.35394  1.03
Cl1 -1.39171 14.04713 -19.77889  0.26
O1 0.22571 11.81374 -18.68497  -0.07
H1 -0.55807 11.50617 -19.14030  0.07
H2 0.64571 11.01561 -18.36430  0.10
O2 -2.41753 12.39065 -22.63336  -0.05
H3 -2.13266 12.80506 -21.81891  -0.07
H4 -3.03103 11.71073 -22.35487  0.04
O3 -3.91145 13.27331 -18.04866  -0.07
H5 -3.55643 13.44147 -17.17578  0.03
H6 -3.23606 13.59130 -18.64779  -0.12
O4 -0.89456 16.26691 -22.20830  -0.07
H7 -0.92648 15.51341 -21.61885  -0.10
H8 -1.59901 16.10978 -22.83702  0.04

## Properties
Energy, Ha: -2273.87500
Net charge: +1
Energy above the lowest of the compared OMol25 structures with the same formula, charge and spin, kcal/mol: 0.0
Expectation value of S²: 2.011
Spin multiplicity: 3

=====

No. 2
DFT (wB97M-V/def2-TZVPD) results for a structure of composition ClHIOPS in a non-equilibrium geometry.

Each line ends with the Löwdin charge.
CARTESIAN COORDINATES (ANGSTROEM)
O1 -1.47952 -0.18497 0.29329  -0.63
P1 -0.81042 -1.49106 0.58707  0.37
S1 0.98635 2.30194 0.00194  0.13
Cl1 -0.44948 -2.48683 -1.22456  0.06
I1 1.84644 0.16809 0.31978  0.44
H1 -0.09337 1.69282 0.02249  -0.37

## Properties
Energy, Ha: -1573.28963
Energy above the lowest of the compared OMol25 structures with the same formula, charge and spin, kcal/mol: 39.7

=====

No. 3
DFT (wB97M-V/def2-TZVPD) results for an isolated molecule of ClHNO3P in a non-equilibrium geometry.

Each line ends with the Löwdin charge.
CARTESIAN COORDINATES (ANGSTROEM)
N1 0.19112 0.36355 -1.77367  0.18
O1 -1.35489 -0.41098 1.62017  -0.30
O2 -0.49647 0.09770 -0.79068  -0.17
O3 1.00284 -1.15350 0.84983  -0.32
P1 -0.05000 -0.11672 1.09726  0.00
Cl1 0.62154 1.64105 1.56335  0.46
H1 0.08586 -0.42109 -2.56626  0.15

## Properties
Energy, Ha: -1082.56212
Energy above the lowest of the compared OMol25 structures with the same formula, charge and spin, kcal/mol: 17.5

=====

No. 4
DFT (wB97M-V/def2-TZVPD) results for the ion ClN2O2 with charge -1 in a non-equilibrium geometry.

Each line ends with the Löwdin charge.
CARTESIAN COORDINATES (ANGSTROEM)
N1 -0.83646 0.36178 -0.50545  -0.29
N2 0.04106 -0.46532 0.30519  -0.70
O1 1.23424 -0.16551 0.48063  -0.25
O2 -0.45103 -1.52314 0.76341  -0.20
Cl1 0.01219 1.79219 -1.04379  0.44

## Properties
Energy, Ha: -719.98017
Net charge: -1
Energy above the lowest of the compared OMol25 structures with the same formula, charge and spin, kcal/mol: 28.4
Expectation value of S²: 2.009
Spin multiplicity: 3

=====

No. 5
DFT (wB97M-V/def2-TZVPD) results for an isolated molecule of ClNO4S in a non-equilibrium geometry.

Each line ends with the Löwdin charge.
CARTESIAN COORDINATES (ANGSTROEM)
N1 -0.51622 -0.92435 1.08120  -0.13
O1 0.57709 -0.40647 1.07231  -0.04
O2 0.52780 1.81641 -0.15933  -0.31
O3 1.26510 -0.26017 -1.37993  -0.30
O4 -1.21055 -0.64863 0.11654  -0.07
S1 0.28592 0.55929 -0.76736  0.41
Cl1 -1.00502 0.99526 -2.25651  0.44

## Properties
Energy, Ha: -1213.93238
Energy above the lowest of the compared OMol25 structures with the same formula, charge and spin, kcal/mol: 22.3

=====

No. 6
DFT (wB97M-V/def2-TZVPD) results for a structure of composition ClNaO4S in a non-equilibrium geometry.

Each line ends with the Löwdin charge.
CARTESIAN COORDINATES (ANGSTROEM)
Na1 3.03592 2.30057 3.54654  -0.01
S1 -0.84507 -0.62473 -1.24613  0.30
O1 -1.57023 -1.75641 -0.43457  -0.36
O2 -1.72462 0.29889 -2.03327  -0.34
O3 -0.00689 0.06505 -0.30322  -0.27
O4 0.29740 -1.12222 -1.99145  -0.21
Cl1 0.81350 0.83886 2.46210  -0.11

## Properties
Energy, Ha: -1321.53438
Net charge: -1
Expectation value of S²: 1.556
Spin multiplicity: 2

=====

No. 7
DFT (wB97M-V/def2-TZVPD) results for a structure of composition ClO4Rb in a non-equilibrium geometry.

Each line ends with the Löwdin charge.
CARTESIAN COORDINATES (ANGSTROEM)
Rb1 1.42321 4.39908 -0.51414  0.97
Cl1 -0.20040 -0.95583 0.09818  0.61
O1 0.25515 -0.32986 1.31390  -0.40
O2 -0.74914 -2.31528 0.36643  -0.37
O3 -1.37057 -0.14654 -0.35914  -0.46
O4 0.64175 -0.65156 -0.90524  -0.35

## Properties
Energy, Ha: -784.89615
Energy above the lowest of the compared OMol25 structures with the same formula, charge and spin, kcal/mol: 61.9

=====

No. 8
DFT (wB97M-V/def2-TZVPD) results for a cluster of 2 separate species, ClOS2 in total in a non-equilibrium geometry.

Each line ends with the Löwdin charge.
CARTESIAN COORDINATES (ANGSTROEM)
O1 0.83503 -0.07643 2.17470  -0.59
S1 -1.68399 0.80011 -0.58177  -0.18
S2 0.24051 0.54421 -0.36521  -0.20
Cl1 0.60846 -1.26789 -1.22773  -0.04

## Properties
Energy, Ha: -1331.69170
Net charge: -1
Energy above the lowest of the compared OMol25 structures with the same formula, charge and spin, kcal/mol: 121.9

=====

No. 9
DFT (wB97M-V/def2-TZVPD) results for a structure of composition ClRb.

Each line ends with the Löwdin charge.
CARTESIAN COORDINATES (ANGSTROEM)
Rb1 1.06172 0.84307 0.43957  -0.17
Cl1 -1.06172 -0.84308 -0.43956  -0.83

## Properties
Energy, Ha: -484.32090
Net charge: -1
Expectation value of S²: 0.750
Spin multiplicity: 2

=====

No. 10
DFT (wB97M-V/def2-TZVPD) results for a structure of composition CoF4IN2O8S4 in a non-equilibrium geometry.

Each line ends with the Löwdin charge.
CARTESIAN COORDINATES (ANGSTROEM)
Co1 0.62419 0.85046 -0.64596  0.53
I1 -0.29723 3.38661 -1.18606  0.02
N1 -0.68496 -0.35206 -1.49824  -0.38
S1 -1.07931 -0.39539 -3.15168  0.52
O1 -2.33304 0.12470 -3.56903  -0.23
O2 -0.56308 -1.52559 -3.86581  -0.25
F1 0.00006 0.71488 -3.56027  -0.24
S2 -1.74249 -1.44362 -1.07673  0.48
O3 -1.35129 -2.78351 -1.39057  -0.24
O4 -3.13978 -1.05844 -1.06850  -0.25
F2 -1.42612 -1.32420 0.49521  -0.20
N2 0.95968 0.72987 1.24673  -0.37
S3 1.70270 -0.68885 1.98513  0.58
O5 1.01600 -1.49506 2.96755  -0.24
O6 3.13743 -0.62849 2.11035  -0.25
F3 1.47009 -1.56558 0.67525  -0.20
S4 1.06791 1.51907 2.62089  0.46
O7 2.27406 2.28463 2.84133  -0.26
O8 0.40826 1.00899 3.79411  -0.25
F4 -0.04307 2.64158 2.27629  -0.24

## Properties
Energy, Ha: -4384.14673
Net charge: -1
Energy above the lowest of the compared OMol25 structures with the same formula, charge and spin, kcal/mol: 0.0
Expectation value of S²: 3.758
Spin multiplicity: 4